C6H5Cl5O | ωB97M-V with the def2-TZVPD basis set

The geometry in XYZ format:
```
17
Properties=species:S:1:pos:R:3
O 1.23 0.10 -2.17
C 1.03 -0.09 -0.74
C 0.79 1.24 -0.08
Cl 1.98 2.50 -0.27
C -0.32 1.49 0.74
Cl -0.35 2.86 1.75
C -1.29 0.42 0.93
Cl -2.59 1.05 -0.16
C -0.77 -1.01 0.76
Cl 0.44 -1.25 1.94
C -0.06 -1.19 -0.64
Cl 0.61 -2.88 -0.81
H 1.42 -0.77 -2.54
H 1.96 -0.44 -0.24
H -1.66 0.56 1.93
H -1.62 -1.63 1.01
H -0.80 -0.98 -1.41
```

The value obtained for the frontier orbital gap is 0.35111 Eh. The value obtained for the total energy is -70961.969 eV. The charge is 0.

C48H48BrGeNP2Se2Tc | ωB97M-V with the def2-TZVPD basis set

The geometry in XYZ format:
```
104
Properties=species:S:1:pos:R:3
Tc 0.00 -0.43 -1.27
C -1.51 3.06 -2.23
Se -2.15 1.22 -2.19
C -1.48 0.64 -3.95
C -2.07 -0.72 -4.21
Se -1.75 -1.78 -2.62
C -0.75 -3.27 -3.37
H -0.91 3.21 -3.13
H -0.91 3.27 -1.35
H -2.37 3.71 -2.26
H -0.39 0.62 -3.93
H -1.80 1.36 -4.70
H -1.63 -1.22 -5.07
H -3.14 -0.68 -4.35
H -1.43 -3.86 -3.98
H -0.38 -3.87 -2.54
H 0.07 -2.89 -3.97
C 0.72 2.07 0.25
N 1.46 1.05 -0.57
P 3.13 0.47 0.01
C 2.73 -0.68 1.37
C 3.61 -1.77 1.41
C 3.62 -2.65 2.49
C 2.76 -2.43 3.56
C 1.88 -1.35 3.53
C 1.85 -0.49 2.43
C 3.84 1.86 0.95
C 4.94 2.45 0.30
C 5.75 3.36 0.95
C 5.49 3.69 2.27
C 4.40 3.13 2.93
C 3.58 2.21 2.28
P 1.39 1.35 -2.33
C 2.11 2.97 -2.63
C 2.04 3.41 -3.96
C 2.52 4.67 -4.29
C 3.03 5.50 -3.30
C 3.10 5.06 -1.98
C 2.64 3.80 -1.64
C 2.58 0.16 -2.99
C 2.29 -1.19 -2.74
C 3.00 -2.22 -3.31
C 4.04 -1.90 -4.18
C 4.35 -0.57 -4.44
C 3.62 0.46 -3.85
H 1.40 2.68 0.84
H 0.04 1.57 0.94
H 0.13 2.73 -0.38
H 4.31 -1.92 0.58
H 4.31 -3.48 2.51
H 2.77 -3.09 4.41
H 1.23 -1.17 4.37
H 1.13 0.32 2.43
H 5.16 2.17 -0.73
H 6.61 3.78 0.44
H 6.13 4.38 2.80
H 4.20 3.38 3.96
H 2.77 1.76 2.82
H 1.63 2.77 -4.73
H 2.49 5.01 -5.32
H 3.37 6.50 -3.55
H 3.51 5.71 -1.22
H 2.72 3.46 -0.61
H 1.47 -1.47 -2.04
H 2.76 -3.25 -3.09
H 4.60 -2.69 -4.65
H 5.15 -0.33 -5.13
H 3.87 1.49 -4.06
Br -0.16 -3.06 1.10
C -0.22 -1.64 0.02
Ge -3.49 -1.59 2.05
C -3.45 -3.47 2.34
C -3.42 -4.37 1.28
C -3.54 -5.73 1.53
C -3.70 -6.18 2.84
C -3.72 -5.28 3.90
C -3.59 -3.92 3.66
C -2.88 -0.40 3.40
C -1.72 -0.73 4.13
C -1.32 0.08 5.18
C -2.07 1.21 5.51
C -3.22 1.53 4.80
C -3.63 0.73 3.74
C -4.68 -0.96 0.73
C -4.97 0.41 0.62
C -6.09 0.83 -0.08
C -6.91 -0.11 -0.70
C -6.61 -1.47 -0.64
C -5.50 -1.90 0.08
H -3.27 -4.02 0.26
H -3.53 -6.44 0.71
H -3.80 -7.24 3.04
H -3.83 -5.64 4.92
H -3.60 -3.22 4.49
H -1.16 -1.62 3.87
H -0.44 -0.17 5.75
H -1.76 1.84 6.34
H -3.81 2.39 5.08
H -4.55 0.96 3.21
H -4.32 1.14 1.09
H -6.35 1.88 -0.12
H -7.79 0.22 -1.24
H -7.24 -2.20 -1.13
H -5.30 -2.96 0.17
```

The value obtained for the frontier orbital gap is 0.23547 Eh. The value obtained for the total energy is -330044.832 eV. The charge is +3.

C44H76O64S16 | ωB97M-V with the def2-TZVPD basis set

The geometry in XYZ format:
```
200
Properties=species:S:1:pos:R:3
C 3.77 0.87 5.92
C 3.89 -0.03 7.20
O 3.47 -1.33 6.72
S 3.84 -1.45 5.12
O 2.67 -1.94 4.43
O 5.09 -2.07 4.94
O 4.03 0.05 4.86
H 4.47 1.73 5.87
H 2.80 1.34 5.92
H 3.23 0.19 8.02
H 4.88 -0.25 7.61
C 4.75 -3.48 1.87
C 3.74 -3.33 0.73
O 3.89 -4.63 -0.01
S 4.42 -5.74 0.89
O 5.18 -6.63 0.08
O 3.39 -6.31 1.71
O 5.29 -4.85 1.77
H 4.34 -3.40 2.86
H 5.63 -2.84 1.75
H 3.87 -2.48 0.06
H 2.73 -3.24 1.15
C 0.34 -3.30 6.63
C -0.08 -2.64 5.28
O -0.22 -1.23 5.58
S -0.53 -1.01 7.11
O -1.87 -0.63 7.39
O 0.58 -0.15 7.49
O -0.33 -2.50 7.59
H 1.38 -3.31 6.81
H -0.14 -4.25 6.61
H -1.03 -3.08 4.93
H 0.62 -2.59 4.49
C 0.87 -4.90 2.42
C 0.44 -6.04 1.60
O -1.05 -6.07 1.73
S -1.45 -5.35 3.04
O -2.02 -6.32 3.92
O -2.13 -4.12 2.78
O -0.08 -4.96 3.60
H 0.75 -3.94 1.96
H 1.83 -5.02 2.91
H 0.78 -7.00 2.03
H 0.58 -5.80 0.55
C -4.98 0.84 2.97
C -6.13 1.85 2.60
O -5.33 3.04 2.20
S -4.21 3.14 3.29
O -4.89 3.65 4.45
O -2.98 3.76 2.83
O -3.87 1.62 3.36
H -4.61 0.29 2.11
H -5.29 0.17 3.75
H -6.82 2.14 3.37
H -6.69 1.55 1.70
C 6.60 -0.06 -0.95
C 6.79 1.37 -0.31
O 5.55 1.68 0.25
S 4.97 0.37 0.88
O 3.59 0.51 0.96
O 5.83 -0.09 1.97
O 5.29 -0.51 -0.44
H 7.39 -0.73 -0.57
H 6.51 -0.15 -2.06
H 7.00 2.12 -1.07
H 7.49 1.35 0.51
C 2.81 -0.40 -4.82
C 2.70 0.52 -6.07
O 1.27 0.75 -6.20
S 0.44 0.04 -5.07
O -0.02 -1.27 -5.54
O -0.49 0.95 -4.47
O 1.63 -0.09 -4.05
H 3.63 -0.06 -4.25
H 2.72 -1.42 -5.12
H 3.16 0.15 -6.98
H 3.15 1.44 -5.76
C 0.40 1.85 4.07
C -0.25 3.11 3.52
O 0.89 4.00 3.69
S 2.16 3.26 3.11
O 3.28 3.61 3.96
O 2.12 3.47 1.73
O 1.75 1.76 3.43
H -0.17 0.93 3.97
H 0.62 1.99 5.12
H -1.00 3.52 4.21
H -0.66 2.95 2.55
C -1.32 -2.63 -3.02
C -0.88 -3.71 -3.98
O 0.29 -4.22 -3.34
S 0.82 -3.24 -2.23
O 2.14 -2.85 -2.51
O 0.51 -3.82 -0.98
O -0.12 -2.09 -2.47
H -1.96 -3.03 -2.20
H -1.81 -1.70 -3.40
H -0.54 -3.24 -4.90
H -1.64 -4.44 -4.07
C -0.75 4.54 -4.60
C 0.15 4.04 -5.78
O -0.67 3.30 -6.62
S -2.02 4.13 -6.73
O -3.03 3.14 -6.81
O -1.91 5.23 -7.65
O -2.03 4.71 -5.24
H -0.40 5.52 -4.26
H -0.80 3.86 -3.75
H 1.00 3.40 -5.59
H 0.52 4.95 -6.27
C 8.31 2.13 -6.87
C 6.90 2.81 -7.03
O 6.04 2.22 -6.06
S 6.91 1.75 -4.89
O 6.30 0.54 -4.41
O 7.21 2.81 -4.04
O 8.12 1.27 -5.72
H 9.18 2.73 -6.71
H 8.52 1.52 -7.77
H 6.47 2.60 -7.98
H 6.98 3.90 -6.81
C -4.53 -3.12 4.15
C -5.15 -3.99 3.15
O -6.20 -3.15 2.62
S -6.92 -2.54 3.85
O -8.02 -3.31 4.32
O -7.12 -1.18 3.51
O -5.73 -2.55 4.90
H -4.06 -2.27 3.70
H -3.89 -3.63 4.83
H -5.56 -4.95 3.45
H -4.44 -4.20 2.35
C 2.36 5.25 -1.32
C 3.50 4.38 -0.99
O 2.97 3.01 -1.31
S 2.14 3.15 -2.59
O 0.99 2.31 -2.60
O 3.03 3.13 -3.69
O 1.52 4.63 -2.47
H 2.80 6.18 -1.69
H 1.68 5.31 -0.47
H 3.69 4.31 0.09
H 4.33 4.58 -1.65
C -8.21 -2.75 -1.97
C -7.29 -2.44 -0.75
O -7.10 -0.96 -0.67
S -7.40 -0.40 -2.17
O -6.19 -0.01 -2.82
O -8.60 0.34 -2.01
O -7.82 -1.80 -2.92
H -9.26 -2.66 -1.80
H -7.95 -3.73 -2.37
H -6.29 -2.87 -0.86
H -7.67 -2.87 0.18
C -3.04 -7.10 -0.85
C -2.39 -5.69 -0.94
O -3.38 -4.91 -1.71
S -4.74 -5.57 -1.44
O -5.69 -5.35 -2.49
O -5.07 -5.30 -0.08
O -4.24 -7.07 -1.51
H -3.17 -7.38 0.18
H -2.39 -7.82 -1.32
H -1.54 -5.58 -1.58
H -2.41 -5.26 0.03
C 0.06 1.24 0.02
C 0.84 0.16 -0.76
O 0.81 -0.98 0.11
S -0.51 -1.01 0.96
O -0.23 -1.39 2.31
O -1.53 -1.76 0.27
O -0.80 0.51 0.87
H -0.54 1.78 -0.67
H 0.68 1.81 0.72
H 1.82 0.52 -0.91
H 0.43 -0.06 -1.76
C -3.12 3.57 -2.28
C -3.19 2.47 -3.17
C -3.16 1.20 -2.60
C -3.24 1.03 -1.24
C -3.12 2.14 -0.40
C -3.07 3.45 -0.89
H -3.00 4.56 -2.77
H -3.27 2.60 -4.23
H -3.26 0.23 -3.05
H -3.40 0.03 -0.89
H -3.08 1.92 0.63
H -2.95 4.25 -0.15
C 0.77 8.00 -0.28
C -0.28 7.45 -1.05
C -1.20 6.60 -0.49
C -1.25 6.38 0.89
C -0.27 6.96 1.68
C 0.73 7.79 1.09
H 1.52 8.63 -0.74
H -0.35 7.63 -2.10
H -1.99 6.22 -1.15
H -2.03 5.82 1.31
H -0.25 6.71 2.73
H 1.48 8.30 1.68
```

The value obtained for the frontier orbital gap is 0.30995 Eh. The value obtained for the total energy is -351248.392 eV. The charge is 0.

C23H29N2 | ωB97M-V with the def2-TZVPD basis set

The geometry in XYZ format:
```
54
Properties=species:S:1:pos:R:3
C 0.66 3.11 3.92
C -0.21 2.74 2.97
C 0.14 2.89 1.49
N -0.78 1.94 0.77
C 0.04 0.52 0.16
C 0.77 1.06 -1.00
C 1.47 0.10 -1.83
C 2.15 0.55 -2.98
C 2.15 1.88 -3.34
C 2.84 2.28 -4.60
C 1.55 2.82 -2.49
C 0.91 2.41 -1.34
C -0.68 -0.72 0.00
C -0.93 -1.70 1.00
C -0.64 -1.75 2.49
C 0.87 -1.55 2.65
C -1.03 -3.12 3.08
C -1.39 -0.67 3.27
N -1.42 -2.82 0.38
C -1.62 -2.61 -0.98
C -1.90 -3.55 -1.98
C -1.86 -3.12 -3.31
C -1.55 -1.79 -3.59
C -1.22 -0.86 -2.60
C -1.20 -1.30 -1.24
H 0.41 3.18 4.97
H 1.68 3.38 3.62
H -1.18 2.17 3.23
H 0.06 3.93 1.09
H 1.21 2.64 1.34
H -1.38 1.46 1.48
H -1.25 2.27 -0.08
H 0.56 0.66 1.16
H 1.52 -0.93 -1.60
H 2.67 -0.17 -3.61
H 2.82 3.37 -4.72
H 3.89 1.94 -4.57
H 2.37 1.81 -5.48
H 1.65 3.87 -2.79
H 0.49 3.22 -0.70
H 1.21 -0.63 2.15
H 1.13 -1.49 3.72
H 1.41 -2.39 2.19
H -2.10 -3.33 2.95
H -0.42 -3.95 2.65
H -0.84 -3.10 4.17
H -2.49 -0.72 3.12
H -1.18 -0.81 4.35
H -1.05 0.34 2.97
H -1.66 -3.69 0.82
H -2.06 -4.61 -1.72
H -2.04 -3.86 -4.14
H -1.53 -1.47 -4.64
H -1.02 0.17 -2.82
```

The value obtained for the frontier orbital gap is 0.31225 Eh. The value obtained for the total energy is -27294.259 eV. The charge is +1.

Number 1: highest occupied orbital energy -9.242 eV. Number 2: highest occupied orbital energy -15.296 eV. Number 3: highest occupied orbital energy -8.864 eV. Number 4: highest occupied orbital energy -10.916 eV.